This record from OMol25 describes a gas-phase ion, CH3ClNO2S (charge -1). The level of theory is ωB97M-V with the def2-TZVPD basis set.

```
9
CH3ClNO2S, DFT ωB97M-V with the def2-TZVPD basis set
C 0.99 -0.05 0.26
N -0.19 -0.69 -0.20
O -2.47 -1.47 -0.26
O 1.86 0.38 -0.81
S -1.56 -0.67 0.55
Cl -2.30 1.55 0.13
H 0.77 0.83 0.91
H 1.61 -0.75 0.85
H 1.29 0.86 -1.42
```

Computed properties:
* net charge: -1
* gap between HOMO and LUMO: 0.3053 Eh
* relative energy (zero: lowest compared OMol25 entry of this formula, charge and spin): 26.9 kJ/mol
* HOMO level: -0.1628 Ha

Atomic partial charges in e from the natural (NBO) method, atoms 1 to 5: 0.07 -0.92 -0.95 -0.74 1.46